Run P
# C3H10NO

A 2-piece molecular cluster, C3H10NO overall (the ωB97M-V functional and the def2-TZVPD basis, the Open Molecules 2025 dataset).

Values from the calculation:
charge = +1
HOMO-LUMO gap = 0.209 Ha
LUMO level = -9.94 eV
HOMO level = -15.64 eV

Last column: Löwdin charge in e.
CARTESIAN COORDINATES (ANGSTROEM)
O 0.97 1.11 2.89  0.00
C 0.63 0.27 1.83  -0.24
C 0.89 1.13 0.58  -0.16
N 0.51 0.42 -0.53  0.42
C -1.60 -1.45 -2.39  -0.03
H 0.91 0.65 3.72  0.12
H 1.21 -0.65 1.78  0.14
H -0.43 -0.01 1.84  0.14
H 1.96 1.44 0.54  0.20
H 0.32 2.09 0.68  0.25
H 0.96 0.84 -1.36  0.15
H -2.05 -0.99 -3.26  0.03
H -2.34 -1.77 -1.67  0.02
H -0.91 -0.77 -1.89  -0.04
H -1.03 -2.31 -2.75  0.03

Run Q
# C3H10NO

A 2-piece molecular cluster, C3H10NO overall (the ωB97M-V functional and the def2-TZVPD basis, the Open Molecules 2025 dataset).

Values from the calculation:
charge = +1
HOMO-LUMO gap = 0.388 Ha
LUMO level = -3.52 eV
HOMO level = -14.09 eV

Last column: Löwdin charge in e.
CARTESIAN COORDINATES (ANGSTROEM)
C -2.05 -0.57 -1.23  -0.02
N -1.79 -0.12 0.14  0.15
H -2.73 -1.41 -1.29  0.10
H -2.52 0.19 -1.84  0.11
H -1.14 -0.86 -1.76  0.10
H -0.91 -0.34 0.63  0.12
H -2.50 -0.48 0.79  0.18
H -1.96 0.88 0.28  0.18
O 0.82 -0.16 1.67  0.01
C 1.90 0.32 1.40  -0.27
C 2.45 0.44 0.03  -0.04
H 2.57 0.65 2.21  0.13
H 2.85 1.44 -0.16  0.09
H 1.70 0.22 -0.72  0.07
H 3.32 -0.20 -0.14  0.10

Short version: run Q is the most stable of them.

Run P
# C3H10NO

A 2-piece molecular cluster, C3H10NO overall (the ωB97M-V functional and the def2-TZVPD basis, the Open Molecules 2025 dataset).

Values from the calculation:
charge = +1
HOMO-LUMO gap = 0.390 Ha
LUMO level = -3.93 eV
HOMO level = -14.56 eV

Last column: Löwdin charge in e.
CARTESIAN COORDINATES (ANGSTROEM)
C 1.03 -1.62 -2.31  -0.10
O 0.93 -0.76 -1.17  -0.17
H 2.01 -1.57 -2.80  0.09
H 0.69 -2.63 -2.06  0.09
H 0.18 -1.27 -2.93  0.09
H 1.61 -0.82 -0.49  0.09
C -0.64 0.41 1.36  -0.17
C -0.89 0.68 2.65  0.09
N -0.53 1.41 0.33  0.19
H -0.57 -0.65 1.07  0.12
H -1.61 0.13 3.25  0.09
H -0.74 1.73 2.93  0.08
H -1.36 1.69 -0.21  0.19
H -0.20 2.26 0.80  0.18
H 0.09 1.01 -0.42  0.15

Run Q
# C3H10NO

A 2-piece molecular cluster, C3H10NO overall (the ωB97M-V functional and the def2-TZVPD basis, the Open Molecules 2025 dataset).

Values from the calculation:
charge = +1
HOMO-LUMO gap = 0.376 Ha
LUMO level = -4.05 eV
HOMO level = -14.29 eV

Last column: Löwdin charge in e.
CARTESIAN COORDINATES (ANGSTROEM)
C -1.26 -0.38 0.48  -0.28
O -2.67 -0.52 0.41  -0.02
C -0.63 -0.10 -0.88  -0.17
C -0.03 1.06 -1.23  0.00
H -0.86 -1.32 0.89  0.12
H -0.98 0.44 1.18  0.12
H -2.98 0.11 -0.21  0.08
H -0.48 -0.96 -1.54  0.12
H 0.58 1.12 -2.14  0.08
H -0.21 2.01 -0.68  0.10
N 1.93 -0.30 0.74  0.31
H 1.45 -1.11 1.14  0.15
H 1.30 0.10 -0.01  0.09
H 2.02 0.41 1.47  0.16
H 2.83 -0.56 0.38  0.14

Short version: run Q is the most stable of them.

Run P
# C3H10NO

A 2-piece molecular cluster, C3H10NO overall (the ωB97M-V functional and the def2-TZVPD basis, the Open Molecules 2025 dataset).

Values from the calculation:
charge = +1
HOMO-LUMO gap = 0.149 Ha
LUMO level = -8.39 eV
HOMO level = -12.45 eV

Last column: Löwdin charge in e.
CARTESIAN COORDINATES (ANGSTROEM)
C -0.18 1.11 0.03  -0.11
O -0.42 -0.48 0.02  -0.08
C 0.88 1.46 -0.89  0.15
C 2.17 0.82 -0.60  -0.02
N -2.10 -2.30 1.36  0.05
H -1.17 1.41 -0.30  0.13
H -0.02 1.27 1.13  0.18
H -0.63 -0.55 -1.01  0.17
H 0.76 1.85 -1.93  0.18
H 2.98 1.35 -0.02  0.16
H 2.65 0.55 -1.55  0.11
H 2.11 -0.17 -0.09  0.13
H -2.57 -2.71 0.59  0.01
H -2.74 -2.21 2.07  -0.02
H -1.71 -1.40 1.20  -0.04

Run Q
# C3H10NO

A 2-piece molecular cluster, C3H10NO overall (the ωB97M-V functional and the def2-TZVPD basis, the Open Molecules 2025 dataset).

Values from the calculation:
charge = +1
HOMO-LUMO gap = 0.338 Ha
LUMO level = -5.43 eV
HOMO level = -14.62 eV

Last column: Löwdin charge in e.
CARTESIAN COORDINATES (ANGSTROEM)
C 2.76 0.52 -0.58  0.17
N 1.73 1.23 -0.32  0.21
H 2.62 -0.52 -0.84  0.12
H 3.76 0.92 -0.48  0.13
H 0.79 0.88 -0.08  0.10
H 1.93 2.11 0.14  0.16
C -1.93 -0.21 0.25  -0.27
O -0.97 0.86 0.40  -0.12
C -1.21 -1.51 -0.06  -0.08
H -2.60 0.12 -0.54  0.12
H -2.52 -0.40 1.15  0.12
H -1.29 1.48 1.07  0.11
H -0.64 -1.49 -0.98  0.07
H -1.93 -2.29 0.09  0.08
H -0.52 -1.69 0.78  0.08

Short version: run Q is the most stable of them.

Run P
# C3H10NO

A 2-piece molecular cluster, C3H10NO overall (the ωB97M-V functional and the def2-TZVPD basis, the Open Molecules 2025 dataset).

Values from the calculation:
charge = +1
HOMO-LUMO gap = 0.370 Ha
LUMO level = -5.03 eV
HOMO level = -15.09 eV

Last column: Löwdin charge in e.
CARTESIAN COORDINATES (ANGSTROEM)
C -0.33 -1.80 -1.04  -0.10
O 0.92 -1.06 -1.34  -0.16
H -1.16 -1.47 -1.58  0.06
H -0.23 -2.86 -1.45  0.12
H -0.60 -1.92 0.01  0.07
H 1.13 -1.31 -2.28  0.13
C -0.19 1.94 0.20  -0.04
C 0.04 0.35 1.86  0.16
N 0.29 0.68 0.67  -0.02
H 0.27 2.15 -0.85  0.15
H 0.05 2.83 0.85  0.13
H -1.23 1.87 0.15  0.08
H -0.51 1.03 2.46  0.12
H 0.63 -0.41 2.29  0.12
H 0.93 -0.01 0.06  0.18

Run Q
# C3H10NO

C3H10NO as an isolated structure (the ωB97M-V functional and the def2-TZVPD basis, the Open Molecules 2025 dataset).

Values from the calculation:
charge = +1
HOMO-LUMO gap = 0.229 Ha
LUMO level = -8.61 eV
HOMO level = -14.84 eV

Last column: Löwdin charge in e.
CARTESIAN COORDINATES (ANGSTROEM)
C 1.43 -1.19 -0.63  0.01
C 1.15 0.22 -0.73  0.10
C 0.30 0.92 0.14  -0.12
N 0.01 2.16 -0.04  0.23
H 2.44 -1.31 -0.19  0.16
H 1.58 -1.70 -1.58  0.13
H 0.79 -1.59 0.15  0.11
H 1.24 0.71 -1.70  0.15
H -0.20 0.47 0.99  0.15
H 0.07 2.54 -0.99  0.16
H -1.11 2.22 0.42  0.03
H -1.51 -3.94 1.39  0.02
H -2.61 2.24 1.09  0.05
H -1.47 -3.30 1.03  -0.01
O -2.11 1.54 0.64  -0.14

Short version: run P is the most stable of them.

Run P
# C3H10NO

A 2-piece molecular cluster, C3H10NO overall (the ωB97M-V functional and the def2-TZVPD basis, the Open Molecules 2025 dataset).

Values from the calculation:
charge = +1
HOMO-LUMO gap = 0.398 Ha
LUMO level = -3.48 eV
HOMO level = -14.32 eV

Last column: Löwdin charge in e.
CARTESIAN COORDINATES (ANGSTROEM)
C 1.49 -1.71 0.81  -0.11
C 0.53 -1.10 -0.06  -0.15
C -0.51 -0.31 0.42  -0.05
N -1.46 0.25 -0.70  0.15
H 1.20 -1.92 1.84  0.09
H 2.53 -1.33 0.73  0.11
H 1.72 -2.70 0.39  0.10
H 0.81 -0.95 -1.15  0.14
H -0.86 -0.43 1.49  0.14
H -0.79 0.81 -1.27  0.13
H -2.20 0.96 -0.40  0.18
H -1.79 -0.56 -1.24  0.16
H -0.64 3.59 -0.55  0.03
H 0.48 2.63 -0.12  0.10
O -0.51 2.74 -0.20  -0.04

Run Q
# C3H10NO

A 2-piece molecular cluster, C3H10NO overall (the ωB97M-V functional and the def2-TZVPD basis, the Open Molecules 2025 dataset).

Values from the calculation:
charge = +1
HOMO-LUMO gap = 0.416 Ha
LUMO level = -3.35 eV
HOMO level = -14.67 eV

Last column: Löwdin charge in e.
CARTESIAN COORDINATES (ANGSTROEM)
C 2.61 0.06 0.63  -0.06
C 1.15 0.38 0.70  -0.11
C 0.25 0.37 -0.28  -0.08
N -1.16 0.80 0.04  0.19
H 3.10 0.85 0.05  0.10
H 2.97 0.11 1.65  0.08
H 2.89 -0.82 0.06  0.09
H 0.68 0.55 1.67  0.12
H 0.34 -0.02 -1.28  0.13
H -1.73 0.59 -0.78  0.13
H -1.48 0.33 0.87  0.16
H -1.14 1.81 0.14  0.17
H -3.15 -1.48 -1.87  0.06
H -2.46 -2.19 -0.65  0.07
O -2.85 -1.35 -0.96  -0.06

Short version: run Q is the most stable of them.

Run P
# C2HClN2O2

A 2-piece molecular cluster, C2HClN2O2 overall (the ωB97M-V functional and the def2-TZVPD basis, the Open Molecules 2025 dataset).

Values from the calculation:
HOMO-LUMO gap (alpha / beta) = 0.317 / 0.292 Ha
LUMO level (alpha / beta) = -1.72 / -1.50 eV
HOMO level (alpha / beta) = -10.36 / -9.46 eV

Last column: Löwdin charge in e.
CARTESIAN COORDINATES (ANGSTROEM)
C -1.18 0.19 0.84  -0.35
C -0.10 1.00 0.62  -0.59
N -2.10 -0.51 0.93  0.18
N 0.68 -0.94 -1.17  -0.24
O 1.85 -0.91 -1.30  0.11
O -0.21 -1.67 -1.42  0.12
Cl 1.19 1.13 1.71  0.69
H -0.12 1.70 -0.21  0.07

Run Q
# C2HClN2O2

A 2-piece molecular cluster, C2HClN2O2 overall (the ωB97M-V functional and the def2-TZVPD basis, the Open Molecules 2025 dataset).

Values from the calculation:
HOMO-LUMO gap (alpha / beta) = 0.312 / 0.312 Ha
LUMO level (alpha / beta) = -0.57 / -0.57 eV
HOMO level (alpha / beta) = -9.05 / -9.05 eV

Last column: Löwdin charge in e.
CARTESIAN COORDINATES (ANGSTROEM)
C -0.30 -0.91 -0.20  -0.66
C -1.09 1.36 0.02  -0.50
N 0.91 -0.89 -0.01  -0.12
N 1.98 -0.31 -0.34  0.08
O -1.64 1.30 -0.98  0.21
O -0.66 1.31 1.10  0.18
Cl -1.44 -2.06 -0.07  0.76
H 2.24 0.20 0.48  0.04

Short version: run Q is the most stable of them.

Run P
# C2H11N3O2

A 3-piece molecular cluster, C2H11N3O2 overall (the ωB97M-V functional and the def2-TZVPD basis, the Open Molecules 2025 dataset).

Values from the calculation:
<S²> = 0.750
charge = -1
HOMO-LUMO gap (alpha / beta) = 0.094 / 0.295 Ha
LUMO level (alpha / beta) = 3.16 / 3.07 eV
2S+1 = 2
HOMO level (alpha / beta) = 0.61 / -4.97 eV

Last column: Löwdin charge in e.
CARTESIAN COORDINATES (ANGSTROEM)
C 1.39 1.18 -1.13  -0.17
N 0.18 0.69 -1.73  -0.04
C -1.04 0.78 -1.16  -0.67
N -1.96 -0.21 -1.45  0.05
N -1.14 1.58 -0.13  0.04
H 1.98 0.51 -0.49  0.06
H 2.00 1.58 -1.94  0.06
H 1.24 2.04 -0.47  0.05
H 0.44 0.03 -2.44  0.06
H -2.89 -0.06 -1.13  0.04
H -1.58 -1.15 -1.58  -0.01
H -2.04 1.44 0.31  -0.01
H 2.30 1.86 4.49  0.02
H 2.07 0.55 5.21  0.03
O 2.67 1.30 5.16  -0.06
H -0.97 -3.54 -0.87  -0.07
H -0.24 -4.95 -1.08  -0.05
O -0.62 -4.36 -0.46  -0.34

Run Q
# C2H11N3O2

A 3-piece molecular cluster, C2H11N3O2 overall (the ωB97M-V functional and the def2-TZVPD basis, the Open Molecules 2025 dataset).

Values from the calculation:
<S²> = 0.750
charge = -1
HOMO-LUMO gap (alpha / beta) = 0.112 / 0.314 Ha
LUMO level (alpha / beta) = 3.68 / 3.62 eV
2S+1 = 2
HOMO level (alpha / beta) = 0.63 / -4.94 eV

Last column: Löwdin charge in e.
CARTESIAN COORDINATES (ANGSTROEM)
C -2.75 0.01 0.52  -0.17
N -1.92 -0.86 -0.31  -0.05
C -0.50 -0.57 -0.26  -0.67
N 0.14 -0.60 -1.40  0.06
N 0.00 -0.38 0.97  0.03
H -2.31 -0.12 1.57  0.09
H -3.69 -0.44 0.57  0.03
H -2.99 1.06 0.07  0.09
H -2.30 -1.06 -1.20  0.06
H 1.10 -0.47 -1.47  -0.03
H -0.15 -0.66 -2.34  -0.01
H 0.88 -0.78 1.26  -0.02
H 5.44 -1.37 -0.46  0.03
H 4.66 -0.36 -1.08  -0.09
O 5.49 -0.70 -1.22  -0.23
H -0.46 1.80 1.26  0.01
H -0.15 3.12 1.46  0.03
O -0.47 2.40 2.07  -0.17

Short version: run P is the most stable of them.